No. 1
Here is a cluster of 2 separate species, C4H12NO in total from the Open Molecules 2025 dataset. Energies are from wB97M-V/def2-TZVPD.

Each line ends with the natural charge from an NBO analysis.
Cartesian coordinates (Å):
O: 1.768 0.871 -2.242  -0.96
N: 0.117 -0.711 -1.359  -0.70
C: 1.292 -1.532 -1.088  -0.44
C: -0.682 1.192 2.120  -1.10
C: 0.553 0.734 -1.750  0.14
C: -1.343 -0.068 1.580  -0.85
H: 0.345 1.296 -0.809  0.07
H: -0.357 -1.052 -2.192  0.31
H: 1.785 -1.090 -0.219  0.18
H: -1.744 0.086 0.579  0.19
H: -1.372 2.043 2.048  0.16
H: 2.008 -1.503 -1.919  0.18
H: -0.684 -0.934 1.538  0.19
H: -2.189 -0.341 2.227  0.14
H: 0.229 1.465 1.585  0.18
H: -0.305 1.030 -2.424  0.03
H: 1.005 -2.564 -0.857  0.15
H: -0.426 1.077 3.184  0.12

Output
F_max: 0.684 eV Å⁻¹
Energy relative to the best compared isomer or geometry (same formula, charge and spin): 0.0000 eV
Total charge: -2
LUMO energy (alpha / beta): 0.25243 / 0.24673 hartree
Highest occupied orbital energy (alpha / beta): 4.31 / 0.13 eV
Spin multiplicity: 2
M: 90.1 g mol⁻¹
Expectation value of S²: 0.7507

No. 2
Here is a cluster of 6 separate species, C32H43BrClF3IO21P in total from the Open Molecules 2025 dataset. Energies are from wB97M-V/def2-TZVPD.

Each line ends with the Löwdin charge.
Cartesian coordinates (Å):
I: -2.851 -4.151 0.092  1.09
Br: -2.637 2.479 1.565  0.99
Cl: -7.064 1.855 4.610  0.25
P: -6.421 -0.087 4.846  0.59
F: 1.375 2.454 2.609  0.18
F: 1.909 0.634 1.577  0.17
F: 0.162 0.683 2.838  0.17
O: 1.233 -2.047 3.073  -0.04
O: -4.573 -1.072 -10.172  0.01
O: -5.550 -3.111 0.995  0.05
O: -4.527 0.103 -8.363  0.01
O: 6.701 -1.526 5.535  0.10
O: -0.413 6.528 0.418  0.02
O: -1.608 5.472 -1.183  0.11
O: -5.032 -2.092 -8.210  0.12
O: 5.830 0.532 5.855  0.01
O: -2.948 0.072 -2.792  0.11
O: 7.976 0.312 5.836  0.01
O: 2.470 -1.969 4.909  0.11
O: 8.272 -2.094 1.827  0.01
O: 7.948 -0.806 -0.001  0.12
O: -5.363 1.534 2.168  0.04
O: 9.556 -2.387 0.117  0.00
O: -5.072 0.142 5.761  -0.35
O: -4.289 1.858 -3.135  0.02
O: -4.968 -0.084 -3.792  -0.01
O: 0.144 1.839 0.944  -0.03
O: -1.163 7.686 -1.241  0.01
C: 6.819 -0.341 5.727  -0.63
C: 8.532 -1.675 0.591  -0.63
C: -2.635 0.614 1.189  -0.46
C: -5.665 -1.804 2.915  0.00
C: -2.736 -2.090 0.560  -0.49
C: -0.281 5.271 1.087  -0.04
C: -3.968 0.569 -3.202  -0.62
C: -3.805 -1.497 1.245  -0.14
C: -3.279 2.666 -2.521  -0.03
C: -4.928 0.430 2.309  -0.38
C: -3.752 -0.137 1.565  -0.11
C: 0.268 -3.006 2.587  -0.16
C: 2.129 -2.545 3.930  -0.35
C: -5.042 -2.242 1.645  -0.38
C: 0.883 1.393 1.971  -0.74
C: -5.600 -0.520 3.248  -0.32
C: -4.772 -2.324 -10.832  -0.04
C: 7.189 -1.411 2.470  -0.03
C: -1.551 0.036 0.505  -0.14
C: 4.517 -0.040 5.742  -0.04
C: -0.361 0.857 0.033  -0.10
C: 9.136 -0.515 5.715  -0.03
C: -0.485 -1.968 -0.621  -0.18
C: -1.889 7.766 -2.469  -0.04
C: 0.649 -3.470 1.195  -0.18
C: -1.613 -1.335 0.178  -0.19
C: 0.779 -2.347 0.170  -0.16
C: -4.758 -1.496 -3.913  -0.03
C: 9.946 -2.039 -1.212  -0.04
C: -1.109 6.465 -0.714  -0.62
C: -4.740 -1.116 -8.851  -0.62
C: -4.680 0.194 -6.944  -0.04
H: -0.186 -1.211 -1.342  0.11
H: 0.242 4.553 0.458  0.09
H: 9.128 -2.208 -1.909  0.10
H: 9.993 0.143 5.825  0.09
H: 4.382 -0.491 4.767  0.07
H: -4.059 -3.064 -10.474  0.10
H: -4.606 -2.142 -11.889  0.09
H: -4.292 0.012 5.207  0.05
H: 10.268 -1.000 -1.259  0.10
H: -4.479 1.225 -6.670  0.10
H: -5.695 -0.063 -6.649  0.10
H: -2.357 2.633 -3.100  0.10
H: 9.154 -1.268 6.501  0.10
H: -6.186 -2.551 3.497  0.12
H: -2.926 7.470 -2.322  0.10
H: -1.261 4.883 1.352  0.04
H: -5.638 -1.895 -4.408  0.10
H: -3.965 -0.455 -6.443  0.08
H: 1.190 -1.467 0.652  0.09
H: -0.686 1.428 -0.834  0.15
H: -4.656 -1.952 -2.930  0.09
H: -5.789 -2.680 -10.680  0.10
H: 4.351 -0.777 6.522  0.10
H: 10.779 -2.688 -1.467  0.09
H: 7.079 -1.844 3.459  0.07
H: 1.520 -2.652 -0.565  0.12
H: -0.855 -2.788 -1.218  0.06
H: 9.171 -0.994 4.738  0.09
H: -3.647 3.685 -2.491  0.10
H: -0.029 -4.254 0.882  0.05
H: 0.300 5.447 1.987  0.10
H: -3.097 2.307 -1.514  0.06
H: 0.456 0.240 -0.302  0.11
H: 6.264 -1.548 1.912  0.10
H: -1.851 8.806 -2.779  0.09
H: -1.425 7.143 -3.231  0.10
H: 2.594 -3.500 3.647  0.15
H: 1.631 -3.933 1.295  0.11
H: -3.879 -1.707 -4.517  0.09
H: 7.412 -0.348 2.565  0.11
H: -0.701 -2.521 2.609  0.12
H: 3.812 0.777 5.860  0.10
H: 0.247 -3.853 3.271  0.13

Output
F_max: 0.829 eV Å⁻¹
Total charge: 0
LUMO energy: -0.05786 hartree
Structure (SMILES): O=COCCCCc1c(I)c2c(c(Br)c1COC(F)(F)F)C(=O)C(P(O)Cl)=CC2=O.COC(=O)OC.COC(=O)OC.COC(=O)OC.COC(=O)OC.COC(=O)OC
Highest occupied orbital energy: -9.33 eV
M: 1093.9 g mol⁻¹